The following is a DFT calculation (the ωB97M-V functional and the def2-TZVPD basis) of the molecule C25H38N2O3.

```
! RIJCOSX wB97M-V def2-TZVPD def2/J DEFGRID3
* xyz 0 1
C -6.38 -2.13 -1.19
C -6.10 -0.67 -0.83
C -4.86 -0.15 -1.56
C -4.50 1.28 -1.17
C -3.83 1.38 0.21
C -2.38 0.89 0.20
C -1.38 1.90 -0.39
N -0.15 1.64 0.33
C 1.11 2.17 -0.14
C 2.01 1.04 -0.67
C 3.32 1.62 -1.20
C 4.04 2.38 -0.10
C 3.15 3.51 0.43
C 1.84 2.94 0.96
C -0.32 0.88 1.42
O 0.55 0.47 2.17
C -1.82 0.63 1.59
C -2.13 -0.76 2.16
C -1.56 -1.86 1.28
O -2.19 -2.38 0.38
N -0.31 -2.22 1.61
C 0.43 -3.25 0.90
C 1.73 -2.73 0.34
C 1.94 -2.62 -1.03
C 3.14 -2.16 -1.52
C 4.17 -1.79 -0.65
O 5.32 -1.36 -1.24
C 6.40 -0.98 -0.42
C 3.96 -1.88 0.72
C 2.75 -2.35 1.20
H -6.54 -2.23 -2.26
H -5.53 -2.75 -0.91
H -7.26 -2.49 -0.67
H -6.96 -0.06 -1.10
H -5.95 -0.60 0.24
H -5.05 -0.18 -2.64
H -4.03 -0.82 -1.35
H -3.82 1.71 -1.92
H -5.41 1.89 -1.17
H -4.40 0.79 0.92
H -3.85 2.42 0.55
H -2.33 -0.04 -0.37
H -1.22 1.76 -1.46
H -1.71 2.93 -0.22
H 0.88 2.85 -0.96
H 1.48 0.49 -1.46
H 2.21 0.35 0.14
H 3.94 0.81 -1.58
H 3.10 2.29 -2.04
H 4.98 2.80 -0.49
H 4.28 1.70 0.71
H 3.67 4.04 1.23
H 2.95 4.22 -0.37
H 1.20 3.75 1.32
H 2.04 2.26 1.79
H -2.19 1.38 2.30
H -1.72 -0.84 3.16
H -3.21 -0.89 2.20
H 0.22 -1.62 2.23
H -0.22 -3.60 0.09
H 0.63 -4.08 1.58
H 1.15 -2.90 -1.71
H 3.31 -2.08 -2.58
H 7.20 -0.68 -1.10
H 6.13 -0.13 0.22
H 6.74 -1.82 0.20
H 4.73 -1.60 1.42
H 2.61 -2.43 2.27
*
```

E_HOMO (eV): -8.49
Relative energy (zero: lowest compared OMol25 entry of this formula, charge and spin) (kcal/mol): 0.0
Frontier orbital gap (eV): 9.27
SMILES: CCCCC[C@H]1CN(C2CCCCC2)C(=O)[C@@H]1CC(=O)NCc1ccc(OC)cc1

---

The following is a DFT calculation (the ωB97M-V functional and the def2-TZVPD basis) of a structure of composition C25H39AlBBeBr2Cl5F9KMgN2O3 in a non-equilibrium geometry.

```
! RIJCOSX wB97M-V def2-TZVPD def2/J DEFGRID3
* xyz 0 1
C -4.79 2.36 -0.57
C -3.89 1.32 -1.31
C -4.32 1.13 -2.80
C -3.80 -0.09 -0.64
C -4.05 -0.11 0.88
C -2.35 -0.57 -0.91
O -1.99 -1.76 -0.19
N -0.62 -1.89 -0.16
C 0.09 -1.67 -1.27
N 1.36 -1.83 -0.92
C 2.39 -1.60 -1.95
C 2.00 -0.30 -2.68
C 1.38 -0.31 -3.93
C 0.96 0.85 -4.60
C 1.21 2.09 -3.99
C 1.84 2.10 -2.74
C 2.24 0.95 -2.07
C 1.47 -2.16 0.41
C 2.84 -2.36 1.02
C 3.34 -0.94 1.51
C 2.75 -0.53 2.87
O 3.26 0.72 3.33
C 0.16 -2.25 0.93
C -0.22 -2.63 2.36
Cl 0.71 -4.13 2.71
C -1.75 -2.79 2.64
C -1.97 -3.94 3.67
Cl -2.29 -1.28 3.49
H -4.99 3.26 -1.17
H -5.71 1.84 -0.25
H -4.24 2.66 0.34
H -2.87 1.75 -1.29
H -5.25 1.69 -3.03
H -3.53 1.55 -3.46
H -4.42 0.04 -2.94
H -4.51 -0.89 -1.20
H -4.11 -1.17 1.18
H -5.01 0.34 1.18
H -3.21 0.34 1.44
H -2.29 -0.71 -2.03
H -1.63 0.23 -0.66
H -0.30 -1.41 -2.25
H 2.43 -2.45 -2.65
H 3.40 -1.48 -1.54
H 1.17 -1.28 -4.41
H 0.45 0.78 -5.57
H 0.92 3.01 -4.51
H 2.00 3.09 -2.29
H 2.70 0.97 -1.07
H 2.87 -3.02 1.90
H 3.53 -2.75 0.26
H 2.98 -0.23 0.73
H 4.44 -0.87 1.48
H 3.05 -1.29 3.61
H 1.64 -0.51 2.77
H 2.64 1.43 3.11
H 0.16 -1.83 3.02
H -2.35 -3.07 1.77
H -1.35 -3.83 4.57
H -1.92 -4.92 3.19
H -3.03 -3.83 4.01
F 3.80 -3.38 4.00
Al 4.69 -4.83 4.32
F 3.59 -6.14 4.47
F 5.59 -4.65 5.77
F 5.76 -5.13 3.01
C 7.01 1.69 2.76
C 7.21 1.38 1.24
O 6.25 0.55 0.87
H 7.08 0.79 3.36
H 7.79 2.38 3.10
H 6.05 2.17 2.94
H 8.26 1.03 1.16
H 7.26 2.37 0.75
Mg -4.88 -0.56 -4.63
C -6.92 2.97 3.44
Cl -5.36 2.18 3.39
Cl -6.94 4.24 4.66
Cl -7.33 3.66 1.83
H -7.68 2.24 3.69
B 1.33 6.04 -5.29
F 0.73 6.91 -6.20
F 2.39 5.30 -5.98
F 1.90 6.75 -4.25
F 0.39 5.12 -4.80
Be -3.44 -2.54 -2.71
Br -5.97 -1.47 -1.92
F -3.84 -4.76 -1.50
K -7.79 5.98 0.41
Br 3.46 3.92 -7.19
*
```

E_HOMO (eV): -5.80
Frontier orbital gap (eV): 1.52

---

The following is a DFT calculation (the ωB97M-V functional and the def2-TZVPD basis) of a structure of composition C25H39BFN3O5RhSb in a non-equilibrium geometry.

```
! RIJCOSX wB97M-V def2-TZVPD def2/J DEFGRID3
* xyz 2 5
Rh 0.68 3.57 1.18
C -5.33 0.25 -1.62
C -3.98 0.54 -2.29
N -2.98 0.89 -1.27
C -2.66 2.19 -1.16
C -1.56 2.57 -0.37
C -1.42 4.07 -0.37
O -2.25 4.67 -1.01
O -0.47 4.70 0.27
C -0.87 1.57 0.35
O 0.28 1.65 1.04
C -1.35 0.25 0.41
C -0.57 -0.66 1.17
C -1.01 -1.94 1.14
F -0.43 -2.78 2.07
C -2.11 -2.40 0.30
C -2.82 -1.44 -0.48
C -2.42 -0.09 -0.41
N -2.44 -3.72 0.23
C -1.49 -4.76 0.60
C -1.87 -6.15 0.04
N -3.26 -6.44 0.42
C -4.16 -5.42 -0.23
C -3.87 -4.06 0.37
H -6.07 -0.12 -2.33
H -5.72 1.18 -1.16
H -5.24 -0.48 -0.82
H -4.05 1.42 -2.94
H -3.61 -0.29 -2.91
H -3.19 2.90 -1.81
H 0.27 -0.39 1.79
H -3.58 -1.78 -1.18
H -1.39 -4.83 1.68
H -0.49 -4.52 0.17
H -1.21 -6.90 0.44
H -1.74 -6.14 -1.06
H -3.36 -6.40 1.46
H -3.57 -7.39 0.17
H -5.22 -5.72 -0.12
H -3.92 -5.39 -1.29
H -4.20 -4.03 1.42
H -4.50 -3.32 -0.14
C 5.13 2.15 -1.97
C 3.88 1.53 -1.32
C 4.29 0.13 -0.84
O 3.50 2.29 -0.12
B 2.24 2.83 -0.27
O 1.65 2.55 -1.53
C 2.60 1.56 -2.21
C 1.87 0.20 -2.27
C 2.79 2.08 -3.68
H 5.95 2.15 -1.25
H 4.94 3.18 -2.25
H 5.47 1.63 -2.87
H 5.21 0.20 -0.24
H 4.47 -0.56 -1.66
H 3.51 -0.27 -0.18
H 1.61 -0.15 -1.28
H 2.41 -0.62 -2.76
H 0.95 0.38 -2.80
H 3.12 3.12 -3.64
H 1.81 2.08 -4.17
H 3.46 1.47 -4.27
C 1.65 3.50 5.03
Sb 2.38 3.18 3.03
C 4.39 4.05 2.94
C 2.77 1.06 3.43
H 2.43 3.24 5.77
H 0.76 2.84 5.11
H 1.34 4.54 5.18
H 5.09 3.45 3.54
H 4.37 5.08 3.35
H 4.69 4.09 1.88
H 3.57 0.97 4.19
H 2.99 0.53 2.51
H 1.83 0.71 3.89
*
```

E_HOMO (spin up / spin down) (eV): -10.93 / -14.00
Relative energy (zero: lowest compared OMol25 entry of this formula, charge and spin) (kcal/mol): 0.0
Frontier orbital gap (spin up / spin down) (eV): 5.15 / 7.32

---

The following is a DFT calculation (the ωB97M-V functional and the def2-TZVPD basis) of a structure of composition C25H39Cl2OPPd in a non-equilibrium geometry.

```
! RIJCOSX wB97M-V def2-TZVPD def2/J DEFGRID3
* xyz -2 5
P -0.56 0.40 0.61
C -1.32 -1.19 1.26
C -2.82 -1.44 1.02
C -3.29 -2.71 1.77
C -2.44 -3.95 1.50
C -0.93 -3.67 1.63
C -0.50 -2.42 0.85
C -0.31 0.25 -1.24
C -1.55 -0.29 -1.99
C -1.34 -0.23 -3.52
C -0.04 -0.90 -3.98
C 1.18 -0.48 -3.15
C 0.94 -0.55 -1.64
C -1.86 1.71 0.85
C -2.21 1.87 2.34
C -3.36 2.86 2.52
C -3.12 4.21 1.82
C -2.56 4.09 0.39
C -1.43 3.05 0.26
H -1.19 -1.06 2.35
H -3.01 -1.57 -0.05
H -3.41 -0.58 1.35
H -4.33 -2.92 1.51
H -3.28 -2.50 2.85
H -2.72 -4.76 2.19
H -2.65 -4.33 0.49
H -0.69 -3.53 2.69
H -0.37 -4.54 1.28
H 0.57 -2.23 1.00
H -0.65 -2.61 -0.23
H -0.16 1.31 -1.55
H -1.35 0.82 -3.83
H -2.45 0.28 -1.73
H -1.73 -1.33 -1.70
H -2.19 -0.71 -4.03
H 0.15 -0.70 -5.04
H -0.16 -2.00 -3.91
H 2.03 -1.11 -3.42
H 1.45 0.55 -3.42
H 1.82 -0.16 -1.10
H 0.81 -1.59 -1.33
H -2.78 1.38 0.32
H -2.49 0.90 2.79
H -1.33 2.23 2.87
H -4.28 2.41 2.14
H -3.53 3.05 3.59
H -2.43 4.81 2.42
H -4.07 4.77 1.80
H -2.21 5.07 0.06
H -3.37 3.80 -0.28
H -1.16 2.95 -0.81
H -0.52 3.39 0.78
Pd 2.89 1.42 1.16
Cl 5.49 2.85 0.73
Cl 0.70 0.78 2.30
C 4.97 1.24 1.18
H 5.50 0.98 2.10
C 5.14 -1.79 -1.84
C 5.71 -2.04 -0.58
C 5.75 -1.06 0.40
C 5.15 0.20 0.14
C 4.63 0.48 -1.13
C 4.61 -0.52 -2.11
H 5.09 -2.58 -2.59
H 6.13 -3.02 -0.34
H 6.17 -1.25 1.38
H 4.20 1.46 -1.30
H 4.15 -0.27 -3.07
O 2.92 3.00 2.21
*
```

E_HOMO (spin up / spin down) (eV): 2.60 / -1.29
Frontier orbital gap (spin up / spin down) (eV): 2.15 / 5.96

---

The following is a DFT calculation (the ωB97M-V functional and the def2-TZVPD basis) of the molecule C25H39N3O6S.

```
! RIJCOSX wB97M-V def2-TZVPD def2/J DEFGRID3
* xyz 0 1
C -6.09 -0.99 2.35
C -4.61 -0.98 2.72
C -3.76 -0.17 1.75
C -4.08 1.33 1.78
C -3.04 2.19 1.06
C -2.99 1.97 -0.46
N -2.34 0.73 -0.80
C -2.64 0.04 -1.92
O -3.54 0.35 -2.68
C -1.75 -1.18 -2.15
C -0.29 -0.74 -2.31
C 0.65 -1.94 -2.32
N 0.44 -2.75 -1.14
C 1.07 -2.62 0.05
O 0.72 -3.25 1.03
C 2.29 -1.70 0.19
N 2.20 -1.10 1.52
S 1.16 0.20 1.60
O 0.01 0.03 0.73
O 0.90 0.47 2.98
C 2.20 1.47 0.91
C 1.85 2.14 -0.24
C 2.72 3.10 -0.75
C 3.92 3.39 -0.11
C 4.84 4.44 -0.64
C 4.24 2.70 1.06
C 3.38 1.74 1.57
C 3.61 -2.49 0.09
C 3.74 -3.20 -1.25
C 4.79 -1.55 0.32
C -0.89 -3.32 -1.13
C -1.90 -2.18 -1.00
C -2.29 3.16 -1.10
O -2.68 4.30 -1.02
O -1.17 2.83 -1.75
H -6.22 -1.33 1.32
H -6.65 -1.65 3.01
H -6.52 0.01 2.43
H -4.50 -0.58 3.73
H -4.25 -2.01 2.73
H -3.91 -0.55 0.74
H -2.71 -0.30 2.01
H -4.13 1.66 2.82
H -5.06 1.51 1.33
H -2.05 1.98 1.47
H -3.27 3.24 1.23
H -4.01 1.94 -0.88
H -1.55 0.47 -0.23
H -2.09 -1.65 -3.08
H -0.01 -0.10 -1.48
H -0.18 -0.17 -3.24
H 0.45 -2.58 -3.19
H 1.69 -1.62 -2.39
H 2.28 -0.87 -0.52
H 1.92 -1.81 2.19
H 0.92 1.92 -0.73
H 2.46 3.63 -1.65
H 4.66 5.38 -0.13
H 5.88 4.16 -0.48
H 4.67 4.60 -1.71
H 5.17 2.92 1.57
H 3.61 1.21 2.48
H 3.59 -3.23 0.89
H 2.89 -3.86 -1.43
H 4.65 -3.81 -1.25
H 3.82 -2.49 -2.07
H 4.83 -0.79 -0.47
H 4.69 -1.05 1.27
H 5.72 -2.11 0.30
H -1.04 -3.88 -2.06
H -0.97 -4.00 -0.28
H -1.71 -1.68 -0.05
H -2.92 -2.58 -0.99
H -0.79 3.63 -2.16
*
```

E_HOMO (eV): -9.15
Frontier orbital gap (eV): 9.48
SMILES: CCCCC[C@H](NC(=O)C1CCN(C(=O)[C@@H](NS(=O)(=O)c2ccc(C)cc2)C(C)C)CC1)C(=O)O

---

The following is a DFT calculation (the ωB97M-V functional and the def2-TZVPD basis) of the molecule C25H39NO3.

```
! RIJCOSX wB97M-V def2-TZVPD def2/J DEFGRID3
* xyz 0 1
C -8.20 0.81 -0.55
C -6.84 1.47 -0.79
C -6.33 2.17 0.46
C -5.05 2.98 0.24
C -3.84 2.16 -0.22
C -3.41 1.09 0.79
C -2.11 0.40 0.37
C -1.68 -0.67 1.36
C -0.36 -1.32 0.94
C 0.08 -2.42 1.91
C 1.43 -3.03 1.52
C 2.61 -2.13 1.88
C 3.92 -2.67 1.32
C 5.11 -1.83 1.78
C 6.43 -2.23 1.12
C 6.51 -1.87 -0.37
O 6.46 -0.46 -0.55
C 5.31 0.08 -0.90
N 4.26 -0.59 -1.19
C 3.13 0.10 -1.54
C 1.96 -0.60 -1.87
C 0.83 0.09 -2.23
C 0.80 1.49 -2.27
C -0.44 2.21 -2.70
C 1.95 2.19 -1.95
C 3.11 1.50 -1.58
C 4.33 2.23 -1.25
O 4.48 3.42 -1.24
O 5.41 1.43 -0.91
H -8.12 0.08 0.25
H -8.94 1.56 -0.26
H -8.55 0.31 -1.45
H -6.93 2.20 -1.60
H -6.13 0.71 -1.11
H -7.10 2.86 0.82
H -6.17 1.43 1.25
H -4.79 3.49 1.17
H -5.25 3.74 -0.52
H -3.00 2.84 -0.38
H -4.06 1.68 -1.18
H -3.27 1.56 1.77
H -4.19 0.34 0.89
H -1.32 1.15 0.28
H -2.25 -0.05 -0.61
H -1.56 -0.23 2.35
H -2.46 -1.44 1.43
H 0.41 -0.55 0.87
H -0.48 -1.76 -0.06
H 0.15 -2.01 2.92
H -0.68 -3.20 1.92
H 1.44 -3.23 0.45
H 1.55 -3.99 2.03
H 2.68 -2.05 2.97
H 2.45 -1.13 1.48
H 4.07 -3.71 1.64
H 3.87 -2.66 0.23
H 4.91 -0.78 1.58
H 5.23 -1.94 2.86
H 6.58 -3.31 1.21
H 7.26 -1.73 1.63
H 5.70 -2.34 -0.93
H 7.47 -2.18 -0.78
H 1.97 -1.68 -1.83
H -0.07 -0.45 -2.48
H -0.54 2.15 -3.79
H -0.39 3.26 -2.42
H -1.32 1.76 -2.26
H 1.98 3.27 -1.97
*
```

E_HOMO (eV): -8.62
Relative energy (zero: lowest compared OMol25 entry of this formula, charge and spin) (kcal/mol): 0.0
Frontier orbital gap (eV): 8.88
SMILES: CCCCCCCCCCCCCCCCOc1nc2ccc(C)cc2c(=O)o1